{"formula": "C4H6N2S2", "method": "ωB97M-V/def2-TZVPD", "relative_energy_kj_mol": 286.8, "symbols": ["C", "C", "C", "C", "H", "H", "H", "H", "H", "H", "N", "N", "S", "S"], "positions_angstrom": [[-0.0814, 0.4181, -0.4999], [-1.8849, 1.9185, -0.4700], [-3.1672, 2.0262, 0.2375], [0.7522, -0.6806, 0.0761], [0.3614, 1.7685, -2.2497], [1.6751, 0.8084, -1.6730], [-1.3190, 2.6630, -1.2761], [-3.5339, 1.2403, 1.0031], [-3.8367, 2.8773, -0.0958], [-0.9512, -0.7944, 1.5806], [0.7252, 1.1282, -1.4316], [-1.2015, 0.7507, 0.0143], [0.2557, -1.4297, 1.5810], [2.0710, -1.3082, -0.5454]]}